Density functional theory data (the ωB97M-V functional and the def2-TZVPD basis) for a structure of composition C5H8FO4Sr at a distorted geometry.

Results
energy relative to the best compared isomer or geometry (same formula, charge and spin): 0.000 eV
LUMO level (alpha / beta): 0.011 / 0.008 hartree
total charge: 0
multiplicity: 2

Each line ends with the natural charge from an NBO analysis.
Cartesian coordinates (Å):
1 Sr 1.14124 2.91791 0.56642  1.00
2 F 3.33842 0.44476 -0.34028  -0.41
3 O 1.20958 -0.60457 1.49324  -0.52
4 O -0.07317 1.23744 1.62530  -0.91
5 O -0.86082 -0.67032 0.68394  -0.52
6 O 1.08511 0.71126 -0.45495  -0.86
7 C -2.12265 -0.08016 0.34661  -0.07
8 C 1.87212 -1.26866 0.42665  -0.13
9 C 2.09857 -0.17327 -0.61524  0.44
10 C 0.15365 0.13535 1.03942  1.03
11 C -2.19387 0.35368 -1.10283  -0.63
12 H -1.95337 -0.48252 -1.77289  0.22
13 H -2.31335 0.76358 1.02186  0.20
14 H 1.22311 -2.04738 0.00144  0.19
15 H 2.17792 -0.55587 -1.64300  0.14
16 H -3.21523 0.69538 -1.32016  0.22
17 H -2.85679 -0.86783 0.55314  0.19
18 H 2.80482 -1.70001 0.80039  0.21
19 H -1.51528 1.19125 -1.30907  0.21



Density functional theory data (the ωB97M-V functional and the def2-TZVPD basis) for an isolated molecule of C2H2O2.

Results
energy relative to the best compared isomer or geometry (same formula, charge and spin): 2.358 eV
LUMO level: 0.006 hartree
total charge: 0

Each line ends with the natural charge from an NBO analysis.
Cartesian coordinates (Å):
1 O -0.48687 -1.43465 -0.99170  -0.47
2 O 0.08785 0.58695 -0.12107  -0.53
3 C -0.75007 -0.52769 -0.27734  0.67
4 C 1.18678 0.39672 0.58975  0.12
5 H -1.67562 -0.38416 0.29636  0.13
6 H 1.65448 1.40854 0.52759  0.08